{
  "formula": "C5H5NO",
  "method": "the ωB97M-V functional and the def2-TZVPD basis",
  "lumo_ha": [-0.0215, -0.0451],
  "symbols": ["O", "N", "C", "C", "C", "C", "C", "H", "H", "H", "H", "H"],
  "coordinates": [[-0.0105, -0.2321, 1.6327], [2.2716, 0.5187, -1.0794], [-1.1160, -0.2690, 0.6982], [1.9041, 0.3016, 0.0465], [-0.2127, -0.4002, -0.5415], [0.8637, -0.5709, 0.6088], [-1.0481, 0.8460, -0.2446], [-1.8972, 0.8962, -0.9256], [1.4596, 0.2107, -1.7051], [-0.6564, 1.8206, 0.0542], [1.2775, -1.5774, 0.7046], [-1.9615, -0.8706, 1.0117]]
}

***

{
  "formula": "C21H20N3O3ReS3",
  "method": "the ωB97M-V functional and the def2-TZVPD basis",
  "spin_multiplicity": 4,
  "s2": 3.776,
  "total_charge": -1,
  "lumo_ha": [0.0921, 0.0894],
  "symbols": ["Re", "S", "S", "S", "O", "O", "O", "N", "N", "N", "C", "C", "C", "C", "C", "C", "C", "C", "C", "C", "C", "C", "C", "C", "C", "C", "C", "C", "C", "C", "C", "H", "H", "H", "H", "H", "H", "H", "H", "H", "H", "H", "H", "H", "H", "H", "H", "H", "H", "H", "H"],
  "coordinates": [[0.2435, 0.7961, -0.2447], [2.0741, -0.7180, 0.8342], [2.3008, 1.9208, -1.0199], [-3.8375, -0.8142, 1.8906], [-2.5073, 0.3149, -3.4227], [-0.6366, 2.7807, -0.1355], [-2.5059, 3.9561, -0.2207], [-1.5428, 0.7384, -1.3944], [0.5263, -0.8998, -1.8866], [-1.6630, -1.3603, 0.5830], [-1.2677, 0.1407, 2.4393], [4.7962, 2.2848, 0.0102], [-3.6692, -3.3467, -1.7869], [-0.2671, 0.9165, 1.8194], [-1.4932, 0.2232, 3.8157], [-1.5923, 0.1998, -2.6075], [-0.3418, -0.6090, -3.0206], [-2.0824, -0.7191, 1.6178], [0.4503, 1.7851, 2.6430], [4.5804, -0.1051, 1.7544], [-4.9368, -3.0817, -1.2779], [-3.9588, -1.7868, 0.4565], [-1.8738, 2.9332, -0.4167], [-2.5396, -2.8219, -1.1964], [-2.5620, 1.7001, -1.0578], [-5.0912, -2.3131, -0.1396], [3.4689, 0.3256, 0.8413], [-2.6678, -1.9966, -0.0830], [3.5694, 1.4197, 0.0471], [-0.7318, 1.0592, 4.6011], [0.2366, 1.8574, 4.0064], [4.6360, 3.1102, -0.6787], [4.9580, 0.7325, 2.3410], [0.8270, 2.5288, 4.6148], [-0.8875, 1.0955, 5.6710], [-3.2816, 1.2940, -0.3347], [5.0068, 2.6933, 0.9966], [0.1924, 0.0173, -3.7432], [-6.0681, -2.1193, 0.2770], [1.2069, 2.4165, 2.1911], [-0.6777, -1.5152, -3.5404], [-2.2597, -0.3934, 4.2659], [4.2118, -0.8696, 2.4300], [1.4910, -1.0713, -2.1646], [0.1844, -1.7138, -1.3788], [5.4120, -0.5206, 1.1850], [-1.5631, -3.0574, -1.5876], [-3.1138, 2.0130, -1.9516], [5.6659, 1.7185, -0.3189], [-5.8066, -3.4796, -1.7804], [-3.5628, -3.9774, -2.6583]]
}

***

{
  "formula": "C33H30AsAuCl2F6INO4PS",
  "method": "the ωB97M-V functional and the def2-TZVPD basis",
  "spin_multiplicity": 4,
  "s2": 3.797,
  "total_charge": 2,
  "lumo_ha": [-0.2069, -0.3393],
  "symbols": ["Au", "I", "As", "Cl", "Cl", "S", "P", "F", "F", "F", "F", "F", "F", "O", "O", "O", "O", "N", "C", "C", "C", "C", "C", "C", "C", "C", "C", "C", "C", "C", "C", "C", "C", "C", "C", "C", "C", "C", "C", "C", "C", "C", "C", "C", "C", "C", "C", "C", "C", "C", "C", "H", "H", "H", "H", "H", "H", "H", "H", "H", "H", "H", "H", "H", "H", "H", "H", "H", "H", "H", "H", "H", "H", "H", "H", "H", "H", "H", "H", "H", "H"],
  "coordinates": [[-1.5878, 1.0390, -0.1928], [-4.7286, 1.1117, 0.1195], [-2.5096, -1.8650, -2.2509], [-3.9269, 3.4852, -2.2708], [-2.2622, 3.9169, 0.1100], [4.4691, -0.6467, -2.5228], [-2.0327, -0.0774, 1.8087], [-2.7851, -0.1241, -2.2585], [-3.3341, -2.0089, -3.7355], [-2.2299, -3.5508, -2.1429], [-3.9975, -2.0313, -1.3503], [-0.9888, -1.5826, -3.0161], [-1.6898, -1.6626, -0.6918], [4.2188, -0.4874, -1.1320], [0.5455, 0.6126, -0.9013], [-0.7662, 1.9567, -2.0248], [4.3914, -1.8837, -3.2178], [3.6098, 0.4719, -3.3289], [0.8429, -1.0771, 4.5091], [-6.7246, -0.8324, 0.8352], [-2.7339, 3.1419, 4.1338], [-2.2326, 2.2643, 3.1874], [-5.0830, -2.9683, 1.5595], [-4.4556, -1.6914, 1.4078], [-2.9659, -4.0268, 1.9961], [9.9142, 1.5790, -3.7120], [-4.3476, 1.4909, 4.8118], [7.8999, 1.3899, -2.2005], [2.7057, 1.4589, -2.7092], [-2.3586, -2.7853, 1.9295], [-2.6356, 4.4414, -1.5593], [1.8895, -1.4942, 3.6945], [6.6811, -0.2957, -4.1112], [-5.3253, -0.6498, 0.9438], [0.2963, 1.2809, -1.9440], [-4.3321, -4.1145, 1.8470], [-3.8461, 0.6061, 3.8665], [-0.4745, -0.6057, 2.5520], [0.5719, -1.0329, 1.7359], [-0.3404, -0.6339, 3.9422], [-7.2974, -2.0559, 1.0600], [-2.7933, 0.9946, 3.0448], [6.0387, 0.0461, -2.8820], [-3.0671, -1.6036, 1.6794], [1.7541, -1.4735, 2.3145], [8.5654, 1.0532, -3.4159], [7.9215, 0.1951, -4.3586], [-3.7975, 2.7573, 4.9412], [1.2424, 1.1975, -3.1093], [6.6536, 0.9134, -1.9365], [-6.4700, -3.1272, 1.3899], [-1.7378, 4.2938, -2.1459], [0.9029, 1.8739, -3.8900], [-4.2718, -0.3865, 3.7907], [-8.3632, -2.1932, 0.9449], [-4.1934, 3.4444, 5.6770], [10.2856, 2.2448, -2.9384], [-5.1630, 1.1857, 5.4539], [-6.8945, -4.1138, 1.5287], [-1.2903, -2.7333, 2.0761], [-2.2951, 4.1245, 4.2440], [10.6130, 0.7435, -3.8331], [-1.1492, -0.3011, 4.5803], [6.1345, 1.1529, -1.0189], [-7.3401, 0.0002, 0.5231], [-4.8385, -5.0675, 1.9323], [0.4647, -1.0374, 0.6602], [0.9499, -1.0964, 5.5853], [8.4040, 2.0273, -1.4862], [8.4425, -0.0676, -5.2704], [3.4930, 0.2654, -4.3131], [2.8132, -1.8373, 4.1420], [6.1917, -0.9669, -4.8040], [-1.3921, 2.5600, 2.5677], [1.1424, 0.1729, -3.4754], [-2.9467, 5.4768, -1.5055], [2.5671, -1.8010, 1.6800], [9.9077, 2.1025, -4.6734], [3.0154, 2.4530, -3.0256], [2.8282, 1.3751, -1.6326], [-2.3715, -4.9104, 2.1817]]
}

***

{
  "formula": "C6H6",
  "method": "the ωB97M-V functional and the def2-TZVPD basis",
  "smiles": "C#CC(C)C#C",
  "lumo_ha": 0.0368,
  "symbols": ["C", "C", "C", "C", "C", "C", "H", "H", "H", "H", "H", "H"],
  "coordinates": [[-1.1165, -0.7981, -0.6373], [1.1305, -0.7159, 0.3985], [-0.1990, -0.0763, 0.3740], [-0.1992, 2.5727, 0.2128], [2.2036, -1.2600, 0.3467], [-0.1253, 1.3739, 0.1548], [-0.2081, 3.6339, 0.1439], [-0.6364, -0.0695, 1.3814], [-1.2204, -1.8589, -0.3861], [3.1657, -1.7253, 0.3138], [-0.6865, -0.7374, -1.6417], [-2.1084, -0.3392, -0.6608]]
}

***

{
  "formula": "C8H8N4O2",
  "method": "the ωB97M-V functional and the def2-TZVPD basis",
  "smiles": "[H]/N=C\\c1cccnc1NC=C=[N+]([O-])O",
  "lumo_ha": -0.0063,
  "symbols": ["O", "O", "N", "N", "N", "N", "C", "C", "C", "C", "C", "C", "C", "C", "H", "H", "H", "H", "H", "H", "H", "H"],
  "coordinates": [[-3.6092, -0.2257, -0.6182], [-3.7280, -0.0614, 1.6253], [-3.0688, 0.2886, 0.6326], [0.0064, 1.6075, -0.7603], [2.0444, 1.4050, 0.1156], [-0.7269, -2.4791, -0.5956], [-0.2634, -1.2821, -0.8050], [-1.9796, 0.9291, 0.4556], [0.9556, 0.7581, -0.1847], [-1.3111, 1.6658, -0.4876], [3.0545, -0.5729, 0.8620], [0.7594, -0.6106, -0.0821], [3.1057, 0.7663, 0.5497], [1.8707, -1.2482, 0.4544], [-0.3473, -2.9665, 0.1244], [-1.7165, 2.6286, -0.8330], [0.5269, 2.5249, -0.9861], [-4.6157, -0.2270, -0.5125], [4.0123, 1.2914, 0.8899], [3.8615, -0.9895, 1.2968], [1.8834, -2.3598, 0.5923], [-0.7142, -0.8426, -1.7335]]
}

***

{
  "formula": "C2H5NO2S",
  "method": "the ωB97M-V functional and the def2-TZVPD basis",
  "smiles": "C/C=N/[SH](=O)=O",
  "lumo_ha": [-0.0586, -0.0585],
  "symbols": ["S", "O", "O", "N", "C", "C", "H", "H", "H", "H", "H"],
  "coordinates": [[-2.9740, -0.1769, 0.2438], [-2.9767, -1.2728, -0.7254], [-3.8726, 0.9493, -0.0309], [-1.4743, 0.4141, 0.6235], [-0.4016, -0.0966, -0.5404], [0.9386, 0.3644, -0.3740], [1.5280, 0.4789, -1.2696], [-0.9443, -0.5235, -1.3201], [-3.4171, -0.4493, 1.5750], [0.7461, 1.2936, -0.0253], [1.5337, -0.1833, 0.3607]]
}

***

{
  "formula": "C6H9N3O2",
  "method": "the ωB97M-V functional and the def2-TZVPD basis",
  "lumo_ha": [-0.0335, -0.0335],
  "symbols": ["O", "O", "N", "N", "N", "C", "C", "C", "C", "C", "C", "H", "H", "H", "H", "H", "H", "H", "H", "H"],
  "coordinates": [[3.3439, 1.6934, -4.0937], [2.1291, 1.4015, -5.9261], [0.2996, 1.2148, -3.2862], [0.5564, 0.2448, -0.5197], [2.2860, 1.5145, -4.7452], [-0.5388, 0.5075, -1.0846], [-1.9011, 0.5602, -0.4233], [2.1686, -0.5129, 1.0221], [0.7229, 0.0225, 0.8575], [1.1231, 1.7782, -3.9936], [-0.6154, 0.8059, -2.4882], [-1.9450, 1.0877, 0.5398], [0.6312, 1.0620, 1.2897], [2.2053, -0.8567, 2.0789], [0.0339, -0.5024, 1.4740], [-2.4984, -0.2930, -0.2038], [-1.5845, 0.5800, -2.8741], [3.0188, 0.1710, 0.7721], [2.1222, -1.3910, 0.2488], [-2.6088, 1.1742, -1.0132]]
}

***

{
  "formula": "C3H3NOS",
  "method": "the ωB97M-V functional and the def2-TZVPD basis",
  "lumo_ha": 0.0227,
  "symbols": ["S", "O", "N", "C", "C", "C", "H", "H", "H"],
  "coordinates": [[-2.1409, 1.1819, -1.6668], [-2.9774, 0.4016, 0.7662], [1.0753, -0.5648, 0.3099], [2.1423, -0.0289, -0.1391], [0.1055, -0.8918, 0.9469], [-2.6356, 0.6950, -0.3009], [3.1423, -0.3532, -0.0161], [2.0421, 1.0091, -0.3494], [-0.7536, -1.4489, 0.4493]]
}